# H27O13

A molecular structure, H27O13 (ωB97M-V/def2-TZVPD, OMol25).

The maximum force is 8.7 eV/A. As for the spin multiplicity: 2. The value obtained for the total energy is -27031.9190 eV. Its HOMO-LUMO gap (alpha / beta) is 11.006 / 3.413 eV. For the molar mass, the calculation gives 235.203 g mol⁻¹. Its energy relative to the best compared isomer or geometry (same formula, charge and spin) is 91.61 kcal/mol. Its charge is +2. Its LUMO energy (alpha / beta) is -6.17 / -13.49 eV.

```
40
Properties=species:S:1:pos:R:3:forces:R:3
O 0.022306 3.578192 1.771366 -1.8 1.1 4.1
H -0.864791 -1.104999 -4.207768 -0.2 1.5 0.3
H 0.425967 -2.401340 -0.395623 4.8 -0.1 0.1
O -3.411656 0.372674 1.178091 1.2 -1.1 -1.8
H -2.151795 -1.531562 -3.855741 -3.0 -2.6 0.0
H 2.164440 -3.828508 -1.047353 0.4 0.3 0.1
O -2.278582 0.944608 -1.845422 -0.2 -8.4 0.9
H -3.140371 0.140519 0.185829 -0.5 1.6 2.2
O 2.260375 -2.982038 -0.581983 -1.9 -1.7 1.0
H -0.779404 -2.267621 -0.657288 -1.0 -1.6 2.2
H 2.789642 -2.414651 -1.084865 1.3 1.4 -1.3
O -0.271659 -2.707117 0.150493 -4.4 1.7 -2.0
H -0.538532 3.643590 2.669913 1.3 -0.3 -3.1
H 0.109378 1.731868 1.430787 -0.2 0.3 -0.2
O -0.401332 1.563192 0.616708 0.8 0.4 -1.7
H -2.851681 1.110590 1.548416 -0.2 -0.6 -1.0
H -0.060601 2.333050 0.012610 -1.1 -2.3 1.7
O 0.058233 -0.851098 1.651602 -2.1 -2.2 -1.6
H -3.428608 -2.282872 2.022354 -3.0 -1.2 0.9
H -0.422070 -1.885960 1.062670 2.0 0.1 -0.2
O 2.136181 -0.214961 -0.984771 -0.8 -2.8 3.2
H 2.092063 0.023440 -1.844348 -0.1 1.5 -4.2
H 0.478910 -0.893752 2.531722 -0.1 1.4 -0.6
O 3.075553 1.201892 0.957258 -8.1 -0.2 1.2
H 0.761645 1.244485 -4.442521 0.3 -0.9 -0.1
H 3.292830 0.391766 1.129079 3.6 -6.4 1.5
O 0.904989 0.816538 3.782442 -0.1 -0.3 -2.7
H 1.807232 0.489400 3.837786 -0.2 0.3 1.2
H 0.370154 0.949551 4.543271 0.4 -0.2 1.5
O -1.670282 -0.767940 -3.755226 2.7 0.9 -0.4
H 2.575385 0.438804 -0.459856 0.3 1.1 0.3
H 0.763367 4.078366 2.109293 0.8 0.5 -0.3
O 0.569869 0.297017 -4.293059 1.9 -0.6 0.3
H 3.419866 1.937837 0.723944 5.0 6.8 -2.1
H -0.072527 -0.175835 0.907613 1.2 1.0 1.7
O -2.571446 -2.006995 1.816002 2.5 2.5 -1.1
H -1.832398 0.484850 -2.636480 -0.9 -0.3 1.2
H -2.603666 -0.971472 1.831038 -0.2 -0.8 0.5
H 1.423381 -0.241723 -4.309100 -1.5 1.7 -0.3
H -2.150369 1.758217 -2.068883 0.8 8.4 -1.6
```
Positions in Å, forces in eV/Å.

***

# H28NO17

15 unconnected molecules or ions with the total composition H28NO17 (ωB97M-V/def2-TZVPD, OMol25).

The maximum force is 7.0 eV/A. The value obtained for the total energy is -36750.6736 eV. Its HOMO-LUMO gap is 9.664 eV. For the molar mass, the calculation gives 314.214 g mol⁻¹. Its energy relative to the best compared isomer or geometry (same formula, charge and spin) is 51.46 kcal/mol. Its charge is -1. Its LUMO energy is 2.15 eV.

```
46
Properties=species:S:1:pos:R:3:forces:R:3
N 0.054196 0.534391 -0.181978 4.6 -2.6 4.6
O -0.616804 -0.039609 0.694022 -2.9 -1.3 -0.9
O 0.872196 -0.166609 -0.827978 -1.1 -0.3 -2.2
O 0.382196 1.650391 0.109022 -0.5 4.2 -1.7
O -2.866804 -2.601609 0.315022 -1.5 -0.6 -1.7
H -2.386804 -2.443609 -0.513978 0.0 0.3 0.7
H -2.262804 -2.441609 1.019022 0.9 0.1 1.1
O 0.076196 -3.209609 -0.294978 -0.5 -0.7 -0.3
H 0.763196 -3.120609 -0.979978 0.4 0.4 0.2
H -0.571804 -3.738609 -0.772978 -0.3 0.0 0.4
O -1.798804 3.306391 1.768022 -1.4 -0.1 0.7
H -2.051804 2.625391 1.148022 0.0 -0.4 -0.3
H -1.163804 3.763391 1.260022 1.3 1.0 -0.6
O 1.778196 3.934391 -0.898978 0.9 -0.3 -0.1
H 1.026196 3.686391 -0.350978 0.3 -0.4 -0.2
H 2.393196 3.154391 -0.886978 -1.2 1.1 0.1
O -1.892804 -1.067609 -1.877978 -0.1 -1.3 -1.2
H -2.699804 -1.368609 -2.361978 0.8 1.1 0.8
H -1.966804 -0.192609 -1.500978 -1.1 0.3 0.1
O 1.262196 1.763391 -2.733978 0.2 0.9 -1.8
H 1.357196 1.045391 -3.366978 0.0 -0.1 0.3
H 1.119196 1.351391 -1.899978 0.1 -0.7 0.9
O 2.433196 -1.822609 0.844022 0.8 -0.3 0.2
H 3.305196 -1.516609 0.571022 0.1 -0.1 0.2
H 1.855196 -1.329609 0.271022 -0.9 0.3 -0.6
O 1.748196 -2.652609 -2.259978 1.1 0.0 0.4
H 1.157196 -2.389609 -2.948978 -0.9 0.0 -1.2
H 2.031196 -1.764609 -2.009978 0.3 -0.1 0.4
O 2.009196 2.990391 1.979022 0.1 -1.6 0.0
H 1.658196 3.845391 1.826022 -0.4 1.3 -0.2
H 1.306196 2.382391 1.666022 0.6 0.4 0.5
O 2.024196 -0.315609 3.222022 0.6 1.4 -0.8
H 1.840196 -0.591609 2.315022 0.3 -0.4 0.1
H 1.663196 -0.992609 3.755022 -0.7 -1.1 0.8
O -0.594804 1.234391 3.174022 -1.5 -0.3 0.6
H -1.587804 1.159391 3.133022 1.7 0.2 -0.1
H -0.259804 0.702391 2.442022 -0.2 0.1 0.2
O -2.929804 0.984391 -0.062978 -0.4 0.7 0.8
H -2.219804 0.584391 0.467022 0.3 -0.5 -0.2
H -3.415804 1.450391 0.637022 -0.4 -0.2 -0.6
O 0.067196 -1.129609 -3.786978 0.2 0.7 -1.2
H -0.137804 -0.370609 -4.371978 0.2 -0.8 0.6
H -0.437804 -0.972609 -2.979978 -0.5 0.0 0.4
O -0.841804 -2.184609 2.093022 -0.1 -1.6 0.6
H -0.949804 -1.269609 1.946022 -0.1 1.5 0.2
H -0.528804 -2.455609 1.217022 0.7 -0.4 -0.1
```
Positions in Å, forces in eV/Å.

***

# H28O14

14 unconnected molecules or ions with the total composition H28O14 (ωB97M-V/def2-TZVPD, OMol25).

The maximum force is 1.4 eV/A. As for the spin multiplicity: 2. The value obtained for the total energy is -29120.4168 eV. Its HOMO-LUMO gap (alpha / beta) is 2.751 / 9.567 eV. For the molar mass, the calculation gives 252.210 g mol⁻¹. Its energy relative to the best compared isomer or geometry (same formula, charge and spin) is 17.94 kcal/mol. Its charge is -1. Its LUMO energy (alpha / beta) is 2.37 / 2.33 eV.

```
42
Properties=species:S:1:pos:R:3:forces:R:3
O -2.274779 1.426650 0.642765 -0.1 -0.4 -0.4
H -2.441509 2.271120 1.061465 0.1 0.7 0.3
H -2.554659 0.778760 1.289405 -0.2 -0.4 0.4
O -0.642049 -1.777430 -2.708735 0.0 -0.1 -0.8
H -1.267619 -2.370820 -2.293065 -0.1 0.0 0.1
H -0.244809 -1.299230 -1.980885 0.1 0.2 0.5
O 0.020251 -0.466630 -0.071205 -0.1 -0.4 -0.7
H -0.733429 -0.289200 0.491575 -0.2 0.0 0.2
H 0.572571 0.310340 0.015325 0.3 0.6 0.0
O -3.185259 -0.672620 -1.144685 -0.3 -0.5 -0.4
H -3.204429 -0.974810 -0.236645 -0.1 0.1 0.3
H -2.972739 0.258670 -1.083245 -0.2 0.0 -0.1
O 3.024661 -1.914730 -0.946185 0.2 -0.6 0.6
H 2.761671 -1.064080 -1.297585 -0.2 0.6 -0.4
H 3.559861 -2.304810 -1.637285 0.0 -0.1 -0.2
O 2.736231 0.459320 -2.296745 0.3 -0.5 -0.1
H 2.100701 1.174080 -2.334865 -0.4 0.6 0.0
H 3.577071 0.893270 -2.152205 0.2 0.1 0.0
O 1.572701 1.750000 0.590325 0.0 -0.3 0.4
H 1.665661 2.333430 -0.162805 -0.2 0.3 -0.8
H 2.397661 1.840490 1.067265 0.5 -0.2 0.3
O 1.489031 -1.857390 1.727055 0.8 -0.7 0.4
H 1.479491 -1.173630 1.057275 -0.2 0.0 -0.2
H 0.695241 -1.702820 2.239145 -0.2 0.3 0.2
O -0.008319 2.402290 2.687465 -0.5 -0.3 0.9
H 0.512661 2.268260 1.895725 0.3 -0.1 -0.8
H -0.117029 3.351530 2.745375 -0.2 0.4 0.1
O -2.142259 -2.168710 1.061215 -0.2 0.2 0.2
H -2.224979 -2.688150 0.261485 0.1 -0.1 -0.4
H -2.132619 -2.815000 1.767225 0.0 -0.1 0.3
O 0.725261 -3.791450 -0.482175 -0.4 -0.8 -0.4
H 1.276011 -3.068600 -0.181515 0.4 0.5 0.2
H -0.084099 -3.701850 0.020965 0.1 0.2 0.2
O 1.093731 2.769370 -2.068615 1.3 0.2 -0.2
H 1.016341 3.579390 -1.564515 -0.1 0.6 0.1
H 0.206611 2.410130 -2.083245 -1.1 -0.7 0.1
O -0.189679 -0.379340 3.538375 -0.1 -0.7 0.1
H -1.005119 -0.438350 4.036185 -0.2 0.0 0.1
H -0.128629 0.542010 3.286145 0.1 0.8 -0.1
O -1.419179 1.870830 -1.860755 0.2 0.0 -1.1
H -1.799139 1.449000 -1.090085 0.4 0.0 0.7
H -1.711109 2.780700 -1.804735 -0.4 0.4 0.1
```
Positions in Å, forces in eV/Å.

***

# H28O14

A molecular structure, H28O14 (ωB97M-V/def2-TZVPD, OMol25).

The maximum force is 9.6 eV/A. The value obtained for the total energy is -29116.4248 eV. Its HOMO-LUMO gap is 9.552 eV. For the molar mass, the calculation gives 252.210 g mol⁻¹. Its energy relative to the best compared isomer or geometry (same formula, charge and spin) is 120.54 kcal/mol. Its LUMO energy is -0.15 eV.

```
42
Properties=species:S:1:pos:R:3:forces:R:3
O 1.675905 -2.537214 -0.680500 -3.0 -0.3 -4.6
H 0.653905 -2.466214 -0.792500 2.9 0.1 0.3
H 1.807905 -2.478214 0.215500 0.2 0.1 3.3
O -0.051095 3.430786 -1.434500 -1.2 -0.8 -1.4
H -0.307095 4.227786 -1.933500 0.2 -0.4 0.4
H -0.538095 2.699786 -1.930500 1.0 1.6 1.0
O 0.893905 2.690786 1.344500 2.5 0.3 2.0
H 1.668905 2.340786 1.903500 -1.9 0.8 -1.4
H 0.468905 1.913786 0.980500 -0.3 -0.5 -0.1
O 2.586905 -0.288214 -2.225500 -0.4 -1.8 2.4
H 2.385905 0.443786 -1.610500 0.3 -0.4 -0.6
H 2.545905 -1.092214 -1.525500 -0.1 2.1 -2.4
O 3.103905 -0.068214 0.520500 9.3 -1.3 2.1
H 2.305905 0.228786 0.453500 -8.1 3.3 -0.8
H 3.675905 0.660786 0.932500 -1.4 -1.6 -1.0
O -1.065095 -2.202214 -1.316500 2.9 -4.8 -3.1
H -1.505095 -1.447214 -1.456500 -2.8 5.0 -1.2
H -1.087095 -2.767214 -2.094500 -0.2 0.1 -0.2
O -2.240095 1.784786 1.801500 -2.4 -1.5 -0.7
H -2.979095 1.114786 1.617500 0.9 1.8 -0.3
H -1.750095 1.163786 2.329500 1.3 0.2 0.8
O -1.244095 -2.147214 0.855500 -0.2 0.6 5.0
H -1.315095 -2.363214 -0.060500 -0.1 -1.3 -0.4
H -1.013095 -2.928214 1.388500 -0.1 0.6 -0.3
O -1.584095 0.590786 -1.213500 -2.6 0.0 -0.3
H -2.395095 1.151786 -1.362500 1.6 -0.9 -0.2
H -0.977095 0.492786 -1.949500 -0.5 0.8 -1.2
O 1.897905 -2.223214 1.836500 -6.3 -0.6 2.3
H 2.570905 -2.785214 1.834500 5.0 -2.8 0.0
H 2.003905 -1.368214 1.574500 1.8 3.4 -1.1
O 0.276905 0.405786 0.163500 2.4 -3.1 5.0
H -0.044095 0.708786 -0.627500 -1.5 0.9 -2.1
H -0.293095 -0.316214 0.592500 0.7 1.5 -1.5
O 0.068905 1.462786 -3.346500 2.9 1.3 -1.1
H -0.002095 0.900786 -4.103500 -0.8 -1.1 -0.8
H 0.989905 1.832786 -3.631500 -2.1 -0.5 1.6
O -0.525095 0.391786 3.433500 -0.6 1.6 2.7
H 0.041905 0.911786 4.055500 -1.2 -0.2 -0.5
H 0.140905 0.009786 2.937500 1.9 -1.7 -2.0
O -3.619095 -0.367214 0.617500 -1.4 0.8 -0.4
H -2.897095 -0.932214 0.808500 1.7 -1.1 0.3
H -4.333095 -0.782214 1.098500 -0.5 0.0 0.1
```
Positions in Å, forces in eV/Å.